[1]
The following is a quantum chemistry calculation of a cluster of 14 separate species, C17H64N20O14 in total in a non-equilibrium geometry, from OMol25.

Output
Relative energy (zero: lowest compared OMol25 entry of this formula, charge and spin) = 0.000 eV
Frontier orbital gap = 9.171 eV
LUMO = 0.074 eV
HOMO level = -9.10 eV
F_max = 8.718 eV/A

Geometry as ORCA input:
```
! RIJCOSX wB97M-V def2-TZVPD def2/J DEFGRID3
* xyz 0 1
C -18.743 -6.068 -3.716
O -17.868 -5.491 -4.280
N -18.730 -7.292 -3.168
N -19.895 -5.545 -3.433
H -17.995 -7.965 -3.330
H -19.601 -7.625 -2.781
H -20.614 -6.083 -2.971
H -20.155 -4.705 -3.931
C -23.002 -2.191 -2.167
O -23.990 -1.542 -2.511
N -21.938 -2.340 -2.827
N -22.989 -2.846 -1.088
H -21.716 -1.555 -3.422
H -21.162 -2.744 -2.322
H -23.708 -2.493 -0.472
H -22.074 -3.210 -0.866
C -24.266 0.981 0.230
O -24.439 1.469 1.313
N -25.081 0.147 -0.304
N -23.179 1.189 -0.559
H -24.721 -0.384 -1.084
H -25.677 -0.357 0.337
H -22.390 1.696 -0.185
H -23.033 0.856 -1.501
C -21.081 -5.915 0.595
O -21.749 -5.335 -0.204
N -19.913 -5.586 0.956
N -21.545 -7.024 1.227
H -19.584 -5.984 1.824
H -19.610 -4.711 0.554
H -21.151 -7.492 2.031
H -22.339 -7.427 0.749
C -25.220 -6.916 0.485
O -24.899 -7.891 1.135
N -26.449 -6.720 0.071
N -24.388 -5.982 0.040
H -26.677 -5.911 -0.490
H -27.160 -7.337 0.437
H -23.391 -6.101 0.153
H -24.667 -5.187 -0.517
C -22.013 0.620 -4.599
O -21.777 0.838 -3.431
N -23.141 0.656 -5.106
N -21.164 0.287 -5.476
H -23.926 0.836 -4.497
H -23.269 0.077 -5.923
H -20.160 0.394 -5.471
H -21.633 -0.215 -6.217
C -18.703 -2.208 -1.069
O -19.019 -2.935 -1.907
N -19.271 -1.084 -0.875
N -17.643 -2.346 -0.370
H -20.114 -0.805 -1.357
H -18.839 -0.580 -0.113
H -17.100 -3.152 -0.647
H -17.419 -1.774 0.431
C -25.644 -2.756 1.631
O -24.972 -2.493 0.661
N -26.020 -1.838 2.465
N -25.871 -3.989 2.078
H -26.479 -1.853 3.364
H -25.557 -0.971 2.234
H -25.621 -4.774 1.494
H -26.539 -4.152 2.818
C -26.740 -4.191 -2.733
O -26.841 -5.113 -1.970
N -26.646 -2.959 -2.418
N -26.527 -4.270 -3.978
H -26.464 -2.289 -3.150
H -26.693 -2.662 -1.453
H -26.212 -3.573 -4.638
H -26.480 -5.224 -4.307
C -23.167 -5.700 4.067
C -22.954 -4.186 4.143
C -22.370 -3.446 2.912
O -22.090 -1.978 3.147
C -21.687 -1.505 1.898
N -24.275 -3.591 4.473
H -23.950 -5.969 4.776
H -22.241 -6.209 4.335
H -23.432 -5.942 3.038
H -22.360 -3.964 5.030
H -22.988 -3.614 2.030
H -21.412 -3.859 2.596
H -20.691 -1.866 1.642
H -21.627 -0.418 1.956
H -22.333 -1.628 1.029
H -24.135 -2.611 4.273
H -24.998 -3.991 3.892
C -23.830 -2.668 -5.705
C -22.708 -2.293 -6.576
C -22.176 -3.567 -7.272
O -21.235 -3.017 -8.298
C -20.640 -3.976 -9.197
N -23.083 -1.198 -7.483
H -23.981 -1.860 -4.990
H -23.658 -3.599 -5.165
H -24.709 -2.744 -6.345
H -21.865 -2.072 -5.923
H -22.937 -4.172 -7.765
H -21.674 -4.262 -6.599
H -19.601 -3.743 -9.430
H -21.273 -4.009 -10.084
H -20.585 -4.962 -8.736
H -23.988 -1.454 -7.852
H -22.392 -1.216 -8.219
O -25.754 -0.288 -4.249
H -25.016 -0.615 -3.735
H -25.786 0.649 -4.053
O -19.363 -2.340 -4.817
H -19.303 -2.069 -3.901
H -18.620 -1.912 -5.243
O -22.757 -5.446 -3.031
H -22.448 -5.797 -2.195
H -23.266 -4.671 -2.792
*
```

---

[2]
The following is a quantum chemistry calculation of a structure of composition C17H6AuBrN5O7 in a non-equilibrium geometry, from OMol25.

Output
Relative energy (zero: lowest compared OMol25 entry of this formula, charge and spin) = 2.207 eV
Frontier orbital gap = 5.340 eV
LUMO = -1.057 eV
HOMO level = -6.40 eV
F_max = 1.500 eV/A

Geometry as ORCA input:
```
! RIJCOSX wB97M-V def2-TZVPD def2/J DEFGRID3
* xyz -1 1
Au -0.121 0.138 -0.056
O 3.964 0.343 0.896
C 2.774 0.121 1.045
O 1.942 -0.062 0.084
C 2.277 -0.013 2.506
C 3.254 0.069 3.464
C 2.957 -0.011 4.823
C 1.648 -0.120 5.237
C 0.639 -0.209 4.304
C 0.902 -0.235 2.875
O -0.056 -0.469 2.068
N -0.717 -0.315 4.836
O -0.834 -0.284 6.058
O -1.671 -0.428 4.090
N 4.018 0.015 5.803
O 3.712 -0.063 6.986
O 5.168 0.120 5.408
H 4.277 0.201 3.146
H 1.409 -0.139 6.288
N -0.437 2.321 0.110
C 0.110 3.323 -0.144
C 0.647 4.554 -0.421
C 0.267 5.212 -1.614
N -0.044 5.747 -2.587
C 1.513 5.200 0.492
N 2.224 5.745 1.216
Br -6.752 -0.016 0.096
C -4.857 -0.027 -0.052
C -4.248 0.812 -0.969
C -2.862 0.839 -1.038
C -2.114 0.019 -0.211
C -2.737 -0.821 0.699
C -4.121 -0.856 0.777
H -4.839 1.457 -1.603
H -2.384 1.511 -1.740
H -2.150 -1.431 1.377
H -4.609 -1.496 1.498
*
```

---

[3]
The following is a quantum chemistry calculation of a structure of composition C17H9Br4IN3O6Pd, from OMol25.

Output
Relative energy (zero: lowest compared OMol25 entry of this formula, charge and spin) = 0.953 eV
Frontier orbital gap = 5.328 eV
LUMO = -6.474 eV
HOMO level = -11.80 eV
F_max = 0.382 eV/A

Geometry as ORCA input:
```
! RIJCOSX wB97M-V def2-TZVPD def2/J DEFGRID3
* xyz 1 1
Pd -0.073 -0.111 -0.209
Br 3.457 5.753 0.600
C 2.947 4.007 0.245
C 4.013 2.964 0.118
Br 5.779 3.478 0.319
C 3.721 1.662 -0.133
Br 4.975 0.294 -0.304
C 2.345 1.288 -0.273
O 1.953 0.138 -0.501
C 1.264 2.343 -0.161
O 0.108 1.953 -0.334
C 1.632 3.709 0.110
Br 0.235 4.930 0.241
C -3.231 -0.125 -2.002
C -3.127 -0.031 -0.525
N -2.009 -0.030 0.190
C -2.332 0.088 1.531
C -3.689 0.145 1.616
N -4.156 0.074 0.326
C -4.695 0.263 2.719
O -4.237 0.300 3.938
O -5.860 0.305 2.403
C -1.252 0.163 2.589
O -1.636 0.261 3.760
O -0.073 0.134 2.147
H -2.234 -0.200 -2.432
H -3.722 0.758 -2.411
H -3.808 -1.002 -2.297
H -5.145 0.116 0.112
H -3.224 0.229 3.965
I 3.148 -4.952 -0.706
C 1.287 -4.124 -0.323
C 0.202 -4.910 0.034
C -1.010 -4.289 0.278
C -1.106 -2.917 0.168
N -0.056 -2.158 -0.177
C 1.122 -2.754 -0.417
H 0.302 -5.983 0.124
H -1.880 -4.860 0.566
H -2.034 -2.408 0.374
H 1.951 -2.117 -0.683
*
```

---

[4]
The following is a quantum chemistry calculation of a structure of composition C17H9BrF6N3O6S3V in a non-equilibrium geometry, from OMol25.

Output
Relative energy (zero: lowest compared OMol25 entry of this formula, charge and spin) = 0.958 eV
Frontier orbital gap (spin up / spin down) = 7.399 / 7.851 eV
LUMO (spin up / spin down) = -1.232 / -0.802 eV
HOMO level (spin up / spin down) = -8.63 / -8.65 eV
F_max = 3.441 eV/A

Geometry as ORCA input:
```
! RIJCOSX wB97M-V def2-TZVPD def2/J DEFGRID3
* xyz 0 3
V 0.860 0.535 -0.302
F 1.497 -0.810 -3.296
C 1.726 0.485 -3.184
F 1.728 0.996 -4.402
F 0.631 1.045 -2.511
S 3.350 0.773 -2.190
O 2.858 0.058 -0.967
O 4.374 0.250 -3.091
N 3.576 2.322 -1.933
S 2.937 2.964 -0.577
O 3.116 4.378 -0.506
O 1.579 2.450 -0.258
C 4.164 2.416 0.772
F 3.510 2.504 1.966
F 5.218 3.197 0.856
F 4.658 1.151 0.710
Br -5.125 -1.900 0.332
C -3.726 -2.867 -0.488
C -3.996 -4.131 -1.100
C -2.839 -4.866 -1.468
C -1.543 -4.345 -1.209
C -1.414 -3.086 -0.687
N -2.463 -2.386 -0.340
C -0.091 -2.300 -0.605
O 0.942 -2.696 -0.162
O -0.209 -1.069 -1.019
H -5.027 -4.353 -1.322
H -2.922 -5.793 -2.052
H -0.695 -4.950 -1.334
S 0.364 1.233 4.066
C 1.838 0.404 3.822
C 2.098 0.073 2.522
C 1.087 0.527 1.666
C 0.095 1.249 2.349
C -1.172 1.545 1.645
C -2.382 1.967 2.266
C -3.532 1.922 1.542
C -3.540 1.423 0.244
C -2.305 1.227 -0.401
N -1.141 1.367 0.260
H 2.480 0.227 4.691
H 3.013 -0.345 2.143
H -2.427 2.385 3.286
H -4.481 2.368 2.022
H -4.480 1.292 -0.305
H -2.189 1.163 -1.448
*
```

---

The highest F_max belongs to which entry? C17H64N20O14